Formula: C9H14N2
Source: the Open Molecules 2025 dataset
Level of theory: wB97M-V/def2-TZVPD

The geometry in XYZ format:
```
25
Properties=species:S:1:pos:R:3
C -1.266 0.072 -1.487
C -1.934 1.328 -0.823
C 0.243 0.284 -1.819
C -1.071 1.594 0.411
C 1.325 -1.381 1.139
C 1.929 -0.598 -0.048
C 0.365 -0.399 1.836
C 0.888 0.460 -0.360
C -0.273 0.304 0.586
N -1.111 -1.891 0.122
N -1.026 -0.663 -0.228
H -1.952 2.119 -1.619
H -3.026 0.957 -0.643
H 0.621 -0.640 -2.258
H 0.285 1.226 -2.474
H -0.443 2.488 0.192
H -1.628 1.650 1.342
H 0.617 -2.115 0.767
H 2.194 -1.738 1.645
H 2.897 -0.243 0.370
H 1.995 -1.363 -0.822
H -0.490 -0.656 2.495
H 0.930 0.353 2.378
H 1.312 1.386 -0.043
H -1.380 -2.535 -0.656
```

**E_HOMO (alpha / beta)**: -6.8 / -6.7 eV
**Charge**: 0
**Frontier orbital gap (alpha / beta)**: 6.287 / 6.246 eV
**Energy above the lowest of the compared OMol25 structures with the same formula, charge and spin**: 137.76 kcal/mol
**Multiplicity**: 1

Table of natural (NBO) atomic charges, one value per atom, all in e:
1 C -0.244
2 C -0.454
3 C -0.434
4 C -0.433
5 C -0.418
6 C -0.412
7 C -0.422
8 C -0.246
9 C 0.102
10 N -0.288
11 N 0.036
12 H 0.225
13 H 0.217
14 H 0.213
15 H 0.228
16 H 0.226
17 H 0.216
18 H 0.227
19 H 0.216
20 H 0.211
21 H 0.212
22 H 0.230
23 H 0.216
24 H 0.216
25 H 0.361

***

Formula: C9H14N2O
Source: the Open Molecules 2025 dataset
Level of theory: wB97M-V/def2-TZVPD

The geometry in XYZ format:
```
26
Properties=species:S:1:pos:R:3
C 2.016 -1.332 0.166
C 1.028 -1.468 -0.955
C 0.275 -0.513 -1.537
C -0.508 -1.081 -2.681
C -0.239 -2.547 -2.565
C 0.712 -2.729 -1.596
C -2.498 1.566 0.373
C -0.462 1.569 2.220
C 0.850 1.841 2.860
H 3.013 -1.720 -0.128
H 1.692 -1.858 1.064
H 2.108 -0.278 0.476
H 0.171 0.483 -1.155
H -0.118 -0.685 -3.641
H -1.583 -0.831 -2.600
H -0.742 -3.318 -3.139
H 1.166 -3.678 -1.294
H -3.325 1.711 -0.305
H -2.664 0.941 1.259
H 0.174 3.050 0.938
H -1.264 1.915 2.882
H -0.581 0.474 2.073
H 1.276 1.078 3.526
N -1.453 2.224 0.095
N -0.415 2.258 0.948
O 1.369 2.925 2.714
```

**E_HOMO**: -8.1 eV
**Charge**: 0
**Frontier orbital gap**: 8.835 eV
**Energy above the lowest of the compared OMol25 structures with the same formula, charge and spin**: 66.74 kcal/mol
**Multiplicity**: 1

Table of natural (NBO) atomic charges, one value per atom, all in e:
1 C -0.633
2 C -0.054
3 C -0.185
4 C -0.494
5 C -0.178
6 C -0.235
7 C -0.214
8 C -0.365
9 C 0.439
10 H 0.221
11 H 0.211
12 H 0.215
13 H 0.218
14 H 0.251
15 H 0.237
16 H 0.211
17 H 0.210
18 H 0.188
19 H 0.154
20 H 0.403
21 H 0.215
22 H 0.210
23 H 0.126
24 N -0.198
25 N -0.434
26 O -0.519

***

Formula: C9H14N2O
Source: the Open Molecules 2025 dataset
Level of theory: wB97M-V/def2-TZVPD

The geometry in XYZ format:
```
26
Properties=species:S:1:pos:R:3
C -2.361 -2.618 0.085
C -1.131 -1.679 -0.035
C 0.257 -1.825 -0.581
C 1.188 -0.780 -0.198
C 2.676 -0.941 -0.378
C 0.641 0.455 -0.072
C -0.708 0.760 0.382
C -1.328 2.298 0.491
C -1.544 -0.366 0.398
H -3.175 -1.676 0.643
H -3.071 -2.947 -1.239
H -2.151 -3.534 0.639
H 0.378 -2.917 -0.947
H 3.274 -2.073 -0.546
H 2.947 -0.470 -1.308
H 3.437 -0.289 1.744
H 3.198 0.869 0.639
H 1.063 2.390 -0.258
H -1.007 2.800 1.387
H -2.473 2.303 0.763
H -1.419 2.416 -1.483
H -0.193 3.500 -0.800
H -2.373 0.005 1.021
N 3.577 -0.113 0.700
N -1.297 3.030 -0.718
O 1.593 1.405 -0.329
```

**E_HOMO**: -8.2 eV
**Charge**: 0
**Frontier orbital gap**: 8.440 eV
**Energy above the lowest of the compared OMol25 structures with the same formula, charge and spin**: 169.03 kcal/mol
**Multiplicity**: 1

Table of natural (NBO) atomic charges, one value per atom, all in e:
1 C -0.571
2 C -0.092
3 C -0.173
4 C -0.102
5 C -0.242
6 C 0.289
7 C -0.098
8 C -0.254
9 C -0.237
10 H 0.234
11 H 0.176
12 H 0.210
13 H 0.235
14 H 0.224
15 H 0.213
16 H 0.353
17 H 0.369
18 H 0.476
19 H 0.213
20 H 0.204
21 H 0.371
22 H 0.309
23 H 0.217
24 N -0.859
25 N -0.775
26 O -0.691

***

Formula: C9H14N3
Source: the Open Molecules 2025 dataset
Level of theory: wB97M-V/def2-TZVPD

The geometry in XYZ format:
```
26
Properties=species:S:1:pos:R:3
C 1.279 0.522 1.589
C -0.045 -0.748 -0.792
C -0.457 -0.926 2.761
C 0.245 -0.328 1.642
C -0.328 -1.031 0.480
C 1.979 0.829 0.297
C 1.104 0.770 -0.925
C -1.911 -2.987 0.336
C -0.207 2.320 -2.373
N -1.248 -1.857 2.357
N -1.199 -1.944 1.016
N 0.153 1.918 -0.998
H 1.701 0.928 2.494
H -0.304 -1.198 -1.722
H -0.341 -0.682 3.796
H 2.475 1.804 0.360
H 2.774 0.083 0.175
H 1.649 0.664 -1.857
H -1.244 -3.814 0.077
H -2.682 -3.357 1.011
H -2.377 -2.602 -0.572
H 0.666 2.734 -2.877
H -0.559 1.452 -2.928
H -0.993 3.074 -2.355
H -0.697 1.649 -0.481
H 0.568 2.726 -0.509
```

**E_HOMO (alpha / beta)**: -11.1 / -11.1 eV
**Charge**: +1
**Frontier orbital gap (alpha / beta)**: 7.626 / 7.627 eV
**Energy above the lowest of the compared OMol25 structures with the same formula, charge and spin**: 61.71 kcal/mol
**Multiplicity**: 1

Table of natural (NBO) atomic charges, one value per atom, all in e:
1 C -0.126
2 C -0.290
3 C -0.031
4 C -0.109
5 C 0.121
6 C -0.498
7 C -0.036
8 C -0.412
9 C -0.422
10 N -0.145
11 N -0.233
12 N -0.520
13 H 0.235
14 H 0.232
15 H 0.228
16 H 0.229
17 H 0.274
18 H 0.237
19 H 0.210
20 H 0.247
21 H 0.208
22 H 0.235
23 H 0.240
24 H 0.242
25 H 0.454
26 H 0.430

***

Formula: C9H14N3
Source: the Open Molecules 2025 dataset
Level of theory: wB97M-V/def2-TZVPD

The geometry in XYZ format:
```
26
Properties=species:S:1:pos:R:3
C -1.614 -0.913 -1.554
C -0.524 1.195 1.015
C -2.256 -1.346 -2.605
C -1.320 2.283 0.941
C -0.503 0.102 -1.289
C 0.527 0.622 1.986
C 1.087 -0.093 0.740
C 2.123 0.828 0.064
C 1.474 -1.579 0.748
N -1.901 -1.486 -0.319
N -1.331 -1.223 0.669
N -0.178 0.125 0.028
H -3.053 -2.019 -2.556
H -1.772 -1.162 -3.590
H -1.992 2.251 0.129
H -1.320 2.995 1.741
H 0.326 -0.120 -2.056
H -1.013 0.983 -1.688
H 1.148 1.447 2.575
H -0.029 0.070 2.721
H 2.433 0.377 -0.904
H 2.993 0.685 0.614
H 1.894 1.821 0.081
H 2.279 -1.750 1.471
H 1.917 -1.817 -0.143
H 0.605 -2.277 1.179
```

**E_HOMO**: -13.4 eV
**Charge**: +1
**Frontier orbital gap**: 8.876 eV
**Energy above the lowest of the compared OMol25 structures with the same formula, charge and spin**: 116.50 kcal/mol
**Multiplicity**: 1

Table of natural (NBO) atomic charges, one value per atom, all in e:
1 C 0.061
2 C 0.211
3 C -0.255
4 C -0.399
5 C -0.308
6 C -0.471
7 C 0.164
8 C -0.624
9 C -0.643
10 N -0.036
11 N 0.176
12 N -0.300
13 H 0.249
14 H 0.238
15 H 0.216
16 H 0.255
17 H 0.276
18 H 0.267
19 H 0.259
20 H 0.254
21 H 0.219
22 H 0.239
23 H 0.231
24 H 0.252
25 H 0.224
26 H 0.245

***

Formula: C9H14N3O
Source: the Open Molecules 2025 dataset
Level of theory: wB97M-V/def2-TZVPD

The geometry in XYZ format:
```
27
Properties=species:S:1:pos:R:3
O 0.435 0.486 -0.151
C 0.110 1.678 -0.923
C -0.945 2.624 -0.099
C -2.395 2.027 -0.397
C -3.638 2.602 -1.099
N -4.558 1.474 -1.032
C -3.964 0.325 -0.384
N -2.621 0.654 0.028
H -0.046 -0.283 -0.525
H -0.482 1.320 -1.849
H 1.051 2.237 -1.243
H -0.799 3.682 -0.527
H -0.667 2.582 1.024
H -3.734 3.641 -1.548
H -5.516 1.449 -1.429
H -4.387 -0.712 -0.196
H -2.005 -0.010 0.523
N 2.731 -1.828 0.461
C 3.298 -2.926 -0.130
C 4.055 -3.573 0.817
C 3.935 -2.841 2.025
C 3.110 -1.772 1.776
H 2.127 -1.164 -0.001
H 3.117 -3.151 -1.170
H 4.630 -4.473 0.658
H 4.400 -3.072 2.972
H 2.762 -0.977 2.419
```

**E_HOMO**: -10.0 eV
**Charge**: +1
**Frontier orbital gap**: 5.774 eV
**Energy above the lowest of the compared OMol25 structures with the same formula, charge and spin**: 27.08 kcal/mol
**Multiplicity**: 1

Table of natural (NBO) atomic charges, one value per atom, all in e:
1 O -0.738
2 C -0.064
3 C -0.485
4 C 0.195
5 C -0.065
6 N -0.483
7 C 0.237
8 N -0.520
9 H 0.471
10 H 0.176
11 H 0.225
12 H 0.262
13 H 0.268
14 H 0.301
15 H 0.470
16 H 0.278
17 H 0.477
18 N -0.518
19 C -0.084
20 C -0.301
21 C -0.288
22 C -0.088
23 H 0.408
24 H 0.208
25 H 0.228
26 H 0.226
27 H 0.207

***

Formula: C9H14N3O2
Source: the Open Molecules 2025 dataset
Level of theory: wB97M-V/def2-TZVPD

The geometry in XYZ format:
```
28
Properties=species:S:1:pos:R:3
C 1.236 4.213 -0.333
C 0.612 3.549 0.633
N 0.227 2.435 1.560
C -0.937 1.565 1.534
N -0.760 0.634 2.674
C 0.499 0.971 3.345
N 1.171 0.393 4.540
C 1.210 2.213 2.643
H 1.813 4.651 -1.244
H -1.785 1.644 0.760
H -1.393 -0.134 2.948
H 0.682 -0.503 4.720
H 2.149 0.105 4.290
H 2.184 2.760 2.907
O -1.884 0.631 -1.717
C -1.146 -0.309 -1.959
O -1.514 -1.245 -2.850
C -0.644 -2.272 -3.355
C -0.635 -3.476 -2.435
C 0.138 -0.490 -1.200
H 0.359 -1.881 -3.544
H -1.048 -2.566 -4.327
H -0.249 -3.223 -1.445
H -0.019 -4.276 -2.853
H -1.651 -3.854 -2.292
H -0.068 -1.015 -0.266
H 0.547 0.499 -0.974
H 0.908 -1.018 -1.759
```

**E_HOMO**: -12.8 eV
**Charge**: +1
**Frontier orbital gap**: 8.602 eV
**Energy above the lowest of the compared OMol25 structures with the same formula, charge and spin**: 133.62 kcal/mol
**Multiplicity**: 1

Table of natural (NBO) atomic charges, one value per atom, all in e:
1 C -0.133
2 C 0.082
3 N -0.355
4 C 0.233
5 N -0.534
6 C 0.351
7 N -0.772
8 C -0.088
9 H 0.316
10 H 0.326
11 H 0.471
12 H 0.383
13 H 0.409
14 H 0.307
15 O -0.603
16 C 0.806
17 O -0.491
18 C -0.072
19 C -0.637
20 C -0.745
21 H 0.178
22 H 0.213
23 H 0.197
24 H 0.231
25 H 0.227
26 H 0.232
27 H 0.235
28 H 0.234

***

Formula: C9H14NO
Source: the Open Molecules 2025 dataset
Level of theory: wB97M-V/def2-TZVPD

The geometry in XYZ format:
```
25
Properties=species:S:1:pos:R:3
C 2.192 1.577 -0.241
C 3.129 0.762 0.340
C 1.109 0.731 -0.648
C 1.453 -0.556 -0.354
C -0.316 1.080 -1.191
C 0.783 -1.881 -0.284
C -1.484 0.729 -0.211
C -2.381 -0.124 -0.723
C -1.482 1.121 1.255
N -0.511 -1.903 0.608
O 2.731 -0.518 0.212
H 2.139 2.577 -0.408
H 4.125 0.972 0.510
H -0.445 2.215 -1.430
H -0.425 0.635 -2.108
H 0.368 -2.136 -1.293
H 1.634 -2.445 0.174
H -2.382 -0.225 -1.736
H -3.349 -0.245 -0.074
H -0.490 0.757 1.685
H -2.094 0.421 1.948
H -1.726 2.100 1.396
H -1.101 -2.699 0.586
H -1.145 -1.096 0.297
H -0.332 -1.849 1.691
```

**E_HOMO**: -12.6 eV
**Charge**: +1
**Frontier orbital gap**: 9.169 eV
**Energy above the lowest of the compared OMol25 structures with the same formula, charge and spin**: 58.48 kcal/mol
**Multiplicity**: 1

Table of natural (NBO) atomic charges, one value per atom, all in e:
1 C -0.295
2 C 0.153
3 C -0.027
4 C 0.169
5 C -0.471
6 C -0.268
7 C 0.090
8 C -0.487
9 C -0.663
10 N -0.751
11 O -0.402
12 H 0.236
13 H 0.221
14 H 0.253
15 H 0.230
16 H 0.249
17 H 0.282
18 H 0.218
19 H 0.232
20 H 0.219
21 H 0.223
22 H 0.253
23 H 0.429
24 H 0.468
25 H 0.440